The following is a DFT calculation (wB97M-V/def2-TZVPD) of C2HCrF6NO4S2 as an isolated structure.

```
! RIJCOSX wB97M-V def2-TZVPD def2/J DEFGRID3
* xyz 0 5
N -1.057 -0.042 1.073
S -0.624 -1.519 0.479
O -1.830 -2.289 0.036
C -0.203 -2.299 2.127
F -1.193 -2.164 2.993
F 0.897 -1.749 2.619
F 0.018 -3.593 1.927
S -0.205 1.228 0.585
O 1.255 0.809 0.410
O -0.390 2.406 1.427
Cr 2.278 -0.108 -0.840
O 1.949 0.847 -2.399
H 2.289 1.719 -2.618
C -0.562 1.558 -1.674
F -0.498 0.879 -2.809
F -1.878 1.492 -1.498
F -0.246 2.826 -1.839
*
```

Results
- frontier orbital gap (spin up / spin down) (hartree) = 0.2892 / 0.2870

The following is a DFT calculation (wB97M-V/def2-TZVPD) of a 2-piece molecular cluster, C3H7N2O3 overall.

```
! RIJCOSX wB97M-V def2-TZVPD def2/J DEFGRID3
* xyz -1 1
C -1.710 1.065 1.264
C -0.510 -1.316 -0.229
C 0.106 -0.017 0.372
N 0.465 1.950 -1.124
N 0.961 0.580 -0.628
O -1.426 1.434 2.351
O -2.597 1.067 0.412
O 0.891 -0.315 1.532
H 0.267 -2.069 -0.640
H -1.204 -1.988 0.323
H -0.973 -0.839 -1.093
H 0.477 2.468 -0.267
H -0.464 1.828 -1.367
H 1.097 0.052 -1.498
H 0.764 0.331 2.236
*
```

Results
- frontier orbital gap (hartree) = 0.2610
- energy above the lowest of the compared OMol25 structures with the same formula, charge and spin (kJ/mol) = 462.41

The following is a DFT calculation (wB97M-V/def2-TZVPD) of a 12-piece molecular cluster, C33H72O12S3 overall.

```
! RIJCOSX wB97M-V def2-TZVPD def2/J DEFGRID3
* xyz 0 1
C -5.268 -2.230 1.574
S -3.534 -2.717 1.592
O -3.122 -3.052 0.213
C -3.022 -1.065 1.968
H -5.662 -2.008 2.562
H -5.753 -3.156 1.251
H -5.394 -1.414 0.778
H -3.689 -0.377 1.420
H -1.913 -0.861 1.988
H -3.228 -1.018 3.028
C 1.722 2.300 1.064
S 0.578 3.241 2.172
O 1.114 3.197 3.541
C 1.120 4.783 1.418
H 2.760 2.673 1.242
H 1.498 2.443 0.007
H 1.532 1.287 1.381
H 2.167 4.925 1.491
H 0.690 5.656 1.895
H 0.772 4.793 0.367
C 0.611 0.094 5.356
S 0.524 -0.720 3.688
O -0.253 0.162 2.704
C 2.282 -0.646 3.217
H 1.321 -0.486 5.907
H -0.400 0.103 5.814
H 1.004 1.150 5.273
H 2.673 0.362 3.457
H 2.357 -1.027 2.216
H 2.781 -1.411 3.852
C 5.270 -2.696 2.493
C 6.129 -3.278 1.364
O 6.690 -2.560 0.575
C 6.296 -4.754 1.341
H 5.823 -2.722 3.417
H 4.344 -3.247 2.645
H 4.916 -1.724 2.363
H 7.178 -4.845 0.764
H 5.457 -5.235 0.911
H 6.302 -5.183 2.360
C 0.371 -0.966 -4.062
C -0.881 -0.066 -4.019
O -1.911 -0.446 -3.521
C -0.725 1.379 -4.535
H 1.269 -0.293 -4.045
H 0.378 -1.527 -4.953
H 0.365 -1.721 -3.302
H -1.541 2.005 -4.172
H -0.653 1.449 -5.605
H 0.244 1.765 -4.133
C -4.846 2.842 1.338
C -4.777 4.050 0.434
O -3.788 4.277 -0.226
C -5.978 4.882 0.304
H -3.785 2.465 1.414
H -5.426 2.088 0.822
H -5.323 3.098 2.302
H -6.007 5.325 -0.684
H -5.984 5.685 1.054
H -6.903 4.316 0.501
C -2.455 5.257 2.350
C -2.916 6.530 1.686
O -3.969 7.016 2.044
C -1.905 7.044 0.734
H -1.425 5.401 2.730
H -2.474 4.334 1.810
H -3.106 5.091 3.211
H -2.072 8.086 0.497
H -1.949 6.524 -0.228
H -0.937 7.012 1.116
C 3.633 -2.596 -2.068
C 3.796 -4.011 -1.666
O 3.237 -4.456 -0.668
C 4.603 -4.890 -2.710
H 2.805 -2.456 -2.782
H 4.547 -2.144 -2.466
H 3.416 -2.063 -1.165
H 4.420 -5.981 -2.570
H 5.690 -4.902 -2.611
H 4.143 -4.656 -3.664
C -0.195 -0.935 -0.452
C -0.303 0.462 -1.024
O 0.564 0.991 -1.742
C -1.417 1.283 -0.541
H 0.526 -1.590 -0.961
H -1.148 -1.437 -0.354
H 0.177 -0.786 0.565
H -1.351 1.622 0.507
H -2.327 0.719 -0.689
H -1.344 2.152 -1.164
C 7.133 0.889 1.135
C 5.762 0.691 0.495
O 4.760 0.647 1.151
C 5.715 0.534 -0.998
H 7.811 -0.024 0.945
H 7.149 0.899 2.199
H 7.555 1.802 0.707
H 5.949 1.463 -1.520
H 4.770 0.117 -1.260
H 6.516 -0.087 -1.278
C -0.539 -5.241 -1.078
C -0.291 -4.550 -2.394
O 0.733 -3.982 -2.721
C -1.491 -4.578 -3.387
H -1.492 -5.733 -1.001
H -0.441 -4.584 -0.214
H 0.122 -6.128 -0.932
H -1.784 -5.637 -3.506
H -1.086 -4.041 -4.244
H -2.290 -4.060 -2.852
C -5.124 -1.719 -2.072
C -5.308 -0.338 -1.685
O -5.457 -0.031 -0.504
C -5.554 0.764 -2.726
H -5.333 -1.833 -3.104
H -5.713 -2.331 -1.405
H -4.049 -1.993 -2.085
H -5.227 0.570 -3.750
H -5.164 1.714 -2.441
H -6.672 0.833 -2.781
*
```

Results
- frontier orbital gap (hartree) = 0.3314

The following is a DFT calculation (wB97M-V/def2-TZVPD) of a 2-piece molecular cluster, C9H10BBrClNO2 overall.

```
! RIJCOSX wB97M-V def2-TZVPD def2/J DEFGRID3
* xyz 0 1
B 1.100 -1.363 2.069
C -1.802 2.525 -0.883
C -2.123 1.661 -1.975
C -0.639 2.377 -0.219
C -1.262 0.705 -2.381
C 0.316 1.352 -0.565
C 0.015 0.518 -1.744
C 1.415 1.139 0.184
C -0.407 -3.203 1.103
C -0.207 -1.922 1.383
N 0.951 -0.288 -2.111
O 0.964 -0.427 3.032
O 2.273 -1.910 1.688
Cl -1.486 -0.796 1.064
Br 0.753 -1.424 -3.522
H -2.513 3.286 -0.598
H -3.067 1.798 -2.483
H -0.388 3.021 0.613
H -1.504 0.060 -3.215
H 2.105 0.353 -0.059
H 1.624 1.757 1.041
H 0.381 -3.910 1.294
H -1.328 -3.572 0.684
H 1.760 -0.132 3.474
H 3.069 -1.604 2.126
*
```

Results
- SMILES = C=C1C=CC=C/C1=N\Br.C=C(Cl)B(O)O
- frontier orbital gap (spin up / spin down) (hartree) = 0.2665 / 0.2665
- energy above the lowest of the compared OMol25 structures with the same formula, charge and spin (kJ/mol) = 0.00

The following is a DFT calculation (wB97M-V/def2-TZVPD) of a 2-piece molecular cluster, C3H4N2 overall.

```
! RIJCOSX wB97M-V def2-TZVPD def2/J DEFGRID3
* xyz 0 1
C 2.085 1.005 -0.243
C 1.454 0.000 -0.034
C -2.584 0.391 0.179
N 0.631 -1.011 -0.052
N -2.843 -0.726 0.277
H 2.863 1.817 -0.101
H -2.451 1.390 0.208
H 0.179 -1.304 -1.009
H 0.666 -1.563 0.774
*
```

Results
- SMILES = C#CN.C#N
- frontier orbital gap (hartree) = 0.3404
- energy above the lowest of the compared OMol25 structures with the same formula, charge and spin (kJ/mol) = 331.35

The following is a DFT calculation (wB97M-V/def2-TZVPD) of a 2-piece molecular cluster, C2H8NS overall.

```
! RIJCOSX wB97M-V def2-TZVPD def2/J DEFGRID3
* xyz -1 1
S -1.503 1.044 -2.513
H -1.604 2.367 -2.329
C -0.359 -0.927 1.295
N 0.103 -0.766 -0.071
C 1.154 0.243 -0.154
H 0.511 -1.081 1.945
H -0.972 -0.103 1.666
H -0.951 -1.840 1.387
H -0.675 -0.420 -0.636
H 1.530 0.287 -1.180
H 1.964 -0.057 0.515
H 0.802 1.253 0.075
*
```

Results
- frontier orbital gap (hartree) = 0.2491
- energy above the lowest of the compared OMol25 structures with the same formula, charge and spin (kJ/mol) = 34.37

The following is a DFT calculation (wB97M-V/def2-TZVPD) of C26H22BiN3S2Si as an isolated structure.

```
! RIJCOSX wB97M-V def2-TZVPD def2/J DEFGRID3
* xyz 0 1
Bi 0.625 0.582 -1.658
S 5.077 2.634 -1.431
C 5.147 0.907 -1.604
C 3.967 0.250 -1.539
C 2.894 1.201 -1.348
C 3.320 2.508 -1.310
C 2.422 3.613 -1.236
C 2.843 4.929 -0.830
C 1.924 5.971 -0.945
C 0.616 5.648 -1.334
C 0.253 4.339 -1.601
N 1.140 3.332 -1.632
H 6.167 0.561 -1.852
H 3.803 -0.838 -1.618
H 3.881 5.157 -0.554
H 2.161 6.983 -0.678
H -0.068 6.473 -1.545
H -0.781 4.032 -1.857
C -4.475 0.685 3.689
Si -2.710 0.770 3.075
C -1.745 2.291 3.672
C -1.800 -0.796 3.457
C -2.889 0.987 1.190
C -4.101 1.370 0.602
C -4.362 1.159 -0.754
C -3.365 0.567 -1.497
N -2.126 0.357 -1.020
C -1.847 0.581 0.268
S -0.220 0.459 0.853
H -4.554 0.433 4.776
H -4.976 -0.150 3.179
H -5.042 1.611 3.581
H -1.614 2.254 4.776
H -2.290 3.244 3.450
H -0.752 2.258 3.183
H -1.831 -0.952 4.575
H -0.742 -0.736 3.124
H -2.175 -1.731 2.957
H -4.835 1.811 1.215
H -5.326 1.519 -1.250
H -3.524 0.318 -2.547
N 1.739 -9.401 -1.137
C 1.652 -8.246 -1.350
C 1.569 -6.848 -1.444
C 2.788 -6.159 -1.264
C 2.773 -4.776 -1.255
C 1.579 -4.118 -1.444
C 0.321 -4.803 -1.545
C 0.359 -6.179 -1.562
C 1.554 -2.721 -1.668
C 1.350 -1.519 -1.897
H 3.713 -6.727 -1.249
H 3.630 -4.142 -1.026
H -0.598 -4.150 -1.597
H -0.522 -6.802 -1.541
*
```

Results
- frontier orbital gap (hartree) = 0.2815

The following is a DFT calculation (wB97M-V/def2-TZVPD) of C30H51FeN2O2P2 as an isolated structure.

```
! RIJCOSX wB97M-V def2-TZVPD def2/J DEFGRID3
* xyz 1 5
C 2.426 -1.175 -0.448
C 1.423 0.645 -1.496
C 3.336 -1.305 -1.495
C 2.275 0.556 -2.586
C 3.265 -0.438 -2.581
H 4.054 -2.127 -1.443
H 2.141 1.257 -3.412
H 3.950 -0.525 -3.423
N 1.542 -0.171 -0.424
P 0.548 -2.319 1.308
P -0.024 2.245 0.341
C 2.307 -2.165 0.697
H 2.648 -3.165 0.396
H 2.934 -1.821 1.531
C -1.470 0.047 2.444
O -2.672 -0.073 2.605
C 0.223 1.552 -1.446
H 0.290 2.359 -2.184
C -1.629 3.295 0.216
C 1.464 3.431 0.570
C -0.301 -3.484 0.010
C 0.739 -3.221 2.958
C -2.770 2.462 0.825
H -2.735 2.464 1.921
H -3.736 2.888 0.520
H -2.767 1.419 0.492
C -1.517 4.585 1.039
H -1.313 4.377 2.096
H -0.762 5.272 0.644
H -2.487 5.103 0.993
C -1.996 3.662 -1.231
H -2.690 4.518 -1.198
H -1.149 3.974 -1.852
H -2.522 2.838 -1.732
C 1.361 4.010 2.007
H 0.742 3.388 2.668
H 2.354 4.060 2.470
H 0.960 5.030 1.999
C 2.775 2.617 0.482
H 2.694 1.647 0.984
H 3.088 2.441 -0.555
H 3.588 3.166 0.981
C 1.482 4.552 -0.514
H 0.783 4.426 -1.350
H 1.308 5.548 -0.088
H 2.487 4.579 -0.964
C -0.677 -3.419 3.513
H -0.600 -3.965 4.463
H -1.178 -2.463 3.710
H -1.319 -4.002 2.844
C 1.590 -2.407 3.951
H 2.522 -2.079 3.490
H 1.077 -1.534 4.362
H 1.857 -3.065 4.793
C 1.474 -4.570 2.827
H 2.282 -4.555 2.090
H 1.944 -4.794 3.793
H 0.798 -5.404 2.622
C 0.197 -3.132 -1.399
H 1.239 -3.436 -1.572
H -0.420 -3.658 -2.143
H 0.112 -2.053 -1.604
C -1.826 -3.218 0.125
H -2.182 -2.613 -0.721
H -2.370 -4.173 0.121
H -2.128 -2.670 1.031
C -0.005 -4.981 0.217
H 1.066 -5.216 0.247
H -0.498 -5.389 1.106
H -0.414 -5.526 -0.647
Fe -0.139 -0.141 0.872
N -1.369 -0.085 -0.611
C -1.075 0.577 -1.638
C -1.792 0.453 -3.005
C -1.305 1.473 -4.022
C -1.476 -0.926 -3.571
C -3.311 0.599 -2.767
H -1.481 2.499 -3.676
H -0.242 1.326 -4.256
H -1.883 1.320 -4.947
H -1.849 -1.719 -2.910
H -1.961 -1.041 -4.549
H -0.395 -1.051 -3.717
H -3.754 1.291 -3.488
H -3.807 -0.369 -2.888
H -3.541 0.956 -1.757
O 0.428 0.563 3.944
C -0.237 0.173 2.989
*
```

Results
- frontier orbital gap (spin up / spin down) (hartree) = 0.2582 / 0.2461
- energy above the lowest of the compared OMol25 structures with the same formula, charge and spin (kJ/mol) = 0.00

The following is a DFT calculation (wB97M-V/def2-TZVPD) of a 2-piece molecular cluster, C4H11NOS2 overall.

```
! RIJCOSX wB97M-V def2-TZVPD def2/J DEFGRID3
* xyz 0 1
N -1.651 1.493 -2.236
C -0.414 0.766 -1.647
C -0.110 1.606 -0.355
O -1.216 2.024 0.379
C 0.565 0.667 -2.704
S -0.100 -0.454 2.200
S 0.381 -2.078 0.972
C 2.031 -1.598 0.244
H -1.759 2.456 -1.921
H -1.200 1.467 -3.186
H -0.593 -0.268 -1.243
H 0.610 0.937 0.129
H 0.519 2.453 -0.645
H -1.483 1.180 0.817
H 0.559 1.498 -3.418
H 0.835 -0.304 -3.120
H 2.838 -2.316 0.493
H 2.290 -0.590 0.509
H 1.851 -1.666 -0.855
*
```

Results
- frontier orbital gap (hartree) = 0.1162
- energy above the lowest of the compared OMol25 structures with the same formula, charge and spin (kJ/mol) = 660.18

The following is a DFT calculation (wB97M-V/def2-TZVPD) of one molecule with the formula C3H5BCl2O2.

```
! RIJCOSX wB97M-V def2-TZVPD def2/J DEFGRID3
* xyz 0 1
B -0.734 0.328 0.654
C 0.478 0.977 0.006
C 2.279 0.170 -1.614
C 1.767 0.186 -0.182
O -1.887 0.970 1.015
O -0.616 -1.080 0.718
Cl 2.963 1.600 -2.251
Cl 3.151 0.769 0.878
H 0.238 1.903 -0.478
H 1.577 -0.458 -2.368
H 1.607 -0.771 0.081
H -2.693 0.557 1.045
H -1.387 -1.575 0.651
*
```

Results
- frontier orbital gap (spin up / spin down) (hartree) = 0.2773 / 0.3262
- energy above the lowest of the compared OMol25 structures with the same formula, charge and spin (kJ/mol) = 235.00

The following is a DFT calculation (wB97M-V/def2-TZVPD) of a 26-piece molecular cluster, C9H68NO26 overall.

```
! RIJCOSX wB97M-V def2-TZVPD def2/J DEFGRID3
* xyz -1 1
C -7.905 37.204 4.034
C -6.904 37.977 4.972
C -5.920 38.661 3.977
C -5.007 39.715 4.585
C -5.807 40.767 5.441
C -6.777 40.131 6.499
N -7.594 38.965 5.937
O -8.747 38.382 6.718
C -7.645 41.354 6.976
C -5.967 39.738 7.710
C -6.069 36.881 5.737
H -8.669 36.678 4.606
H -7.405 36.547 3.321
H -8.427 37.910 3.388
H -6.596 39.127 3.260
H -5.380 37.926 3.381
H -4.410 40.188 3.805
H -4.273 39.221 5.222
H -6.328 41.321 4.660
H -4.920 41.245 5.856
H -8.302 41.764 6.209
H -7.040 42.120 7.462
H -8.297 41.104 7.813
H -6.638 39.282 8.438
H -5.618 40.645 8.203
H -5.066 39.147 7.542
H -5.320 37.344 6.379
H -5.510 36.267 5.031
H -6.726 36.238 6.323
O -11.629 38.727 3.903
H -10.927 39.369 3.801
H -12.004 38.915 4.763
O -8.941 34.221 5.793
H -8.108 34.352 5.340
H -9.340 35.090 5.818
O -5.335 39.568 0.828
H -5.976 38.857 0.812
H -5.494 40.053 0.018
O -6.029 35.383 1.291
H -6.726 35.974 1.006
H -5.219 35.853 1.091
O -10.205 37.976 9.356
H -10.306 38.927 9.318
H -9.689 37.758 8.580
O -6.372 33.956 3.448
H -6.469 34.443 2.629
H -5.426 33.864 3.561
O -10.520 40.689 6.807
H -10.834 40.769 5.906
H -9.717 40.173 6.737
O -10.899 36.278 6.710
H -11.629 36.897 6.726
H -10.119 36.824 6.808
O -10.597 42.490 8.847
H -9.848 43.057 8.661
H -10.515 41.771 8.221
O -7.743 42.207 2.822
H -7.310 42.896 3.327
H -7.403 42.312 1.933
O -7.693 37.959 0.577
H -8.016 38.491 -0.150
H -8.457 37.460 0.868
O -9.778 36.282 1.618
H -10.146 36.130 2.489
H -9.704 35.409 1.233
O -1.591 40.157 3.088
H -1.333 39.470 3.703
H -1.684 40.941 3.630
O -8.736 34.578 8.430
H -8.860 34.360 7.506
H -8.268 35.413 8.419
O -7.159 36.614 8.782
H -7.488 37.242 8.139
H -7.266 37.055 9.625
O -3.965 44.596 5.071
H -4.263 44.079 5.820
H -3.035 44.385 4.989
O -3.738 43.230 7.737
H -3.613 42.283 7.671
H -3.144 43.502 8.437
O -2.401 41.937 5.034
H -1.739 42.364 5.578
H -2.898 41.392 5.644
O -11.440 35.798 4.037
H -11.756 36.640 3.708
H -11.183 35.975 4.942
O -4.021 42.094 1.790
H -3.453 41.990 2.554
H -4.635 41.362 1.845
O -8.641 44.349 8.435
H -8.016 44.089 9.112
H -8.568 45.302 8.395
O -3.619 36.667 0.935
H -3.276 36.468 0.064
H -3.658 37.623 0.965
O -4.531 35.672 8.608
H -4.669 34.885 9.134
H -5.379 36.116 8.611
O -2.098 37.200 7.452
H -2.162 36.790 8.314
H -2.963 37.075 7.061
O -9.432 40.397 4.158
H -8.982 39.865 4.814
H -8.730 40.756 3.615
*
```

Results
- frontier orbital gap (hartree) = 0.2085
- energy above the lowest of the compared OMol25 structures with the same formula, charge and spin (kJ/mol) = 162.21

| no. | strongest force on any atom (Eh/bohr) |
| --- | --- |
| 1 | 0.0621 |
| 2 | 0.0724 |
| 3 | 0.0535 |
| 4 | 0.0228 |
| 5 | 0.0699 |
| 6 | 0.0112 |
| 7 | 0.0852 |
| 8 | 0.0505 |
| 9 | 0.0671 |
| 10 | 0.0848 |
| 11 | 0.0623 |